Entry 1:
Entry from the OMol25 dataset: 8 unconnected molecules or ions with the total composition C27H44O24 (ωB97M-V/def2-TZVPD).

Calculated values
Energy relative to the best compared isomer or geometry (same formula, charge and spin), kJ/mol: 517.6
2S+1: 1
Molar mass, g mol⁻¹: 752.6
Net charge: 0
SMILES: C[C@H]1COC(=O)O1.C[C@H]1COC(=O)O1.CCOC(=O)OC.COC(=O)OC.COC(=O)OC.O=C1OCCO1.O=C1OCCO1.O=C1OCCO1

Geometry as XYZ:
```
95
Properties=species:S:1:pos:R:3:forces:R:3
H 8.491658 2.734305 -2.097924 -0.16 0.20 0.60
C 3.407578 8.263625 -3.012904 0.76 1.31 1.19
H 2.409488 -1.304615 -0.646404 -0.02 0.23 -0.82
H 0.073798 -5.199315 4.913446 0.59 0.41 0.32
C 6.195048 2.664425 -1.954304 1.88 -0.55 0.79
C -2.935502 1.930105 8.219866 -4.58 1.98 5.30
H -4.254922 -2.239615 -2.295974 0.22 0.58 -0.20
O 0.290648 -3.042945 5.302086 -2.79 -0.76 -0.19
O -7.965702 0.409865 2.588956 4.97 -0.36 2.89
H -1.161422 2.040285 5.983166 -0.26 0.06 0.04
C 1.612058 -3.892635 -5.061324 -2.11 5.45 1.33
C 7.652978 2.159155 -1.705594 -1.48 -0.45 -0.68
H -7.307632 2.229465 5.956206 0.60 0.07 -0.21
O -5.213452 -3.258995 -3.717824 -0.78 -2.30 -0.45
H 3.538878 -1.534215 3.951826 0.11 0.18 -0.19
H 3.856488 -1.620015 5.642536 -0.06 0.08 0.23
H -0.028042 3.291845 -3.308274 0.09 -0.01 0.15
H -0.221182 4.171895 -4.799934 0.38 0.70 0.14
C 0.692088 -6.676395 -4.159784 0.95 -0.44 0.91
O 2.198548 5.363195 -4.590224 2.36 0.98 -0.25
H 2.264108 4.215495 -2.822704 0.28 -0.01 -0.26
H -0.084422 -6.480565 -3.420334 0.33 -0.22 0.46
O 3.860548 6.708395 -5.353114 -0.68 -0.58 2.28
O -4.219052 -2.546815 -5.539484 0.97 0.09 0.68
H 3.911658 -5.601225 -4.982744 0.07 -0.48 0.32
H 1.900748 0.442315 -1.014614 0.61 -0.22 -0.66
H -2.607952 -2.119415 -4.131524 0.04 -0.63 -0.63
C -4.634942 -0.290335 3.764226 0.66 -0.04 -0.38
O 6.226088 1.558825 1.359766 0.36 0.88 -2.87
O -4.046592 2.178335 8.670106 1.85 0.15 -0.04
O 1.124278 -2.739705 -5.224024 1.97 -4.58 -0.21
O 7.643248 1.940555 -0.309594 4.71 0.38 -0.33
O -2.805712 1.419375 7.100066 0.16 -1.87 -5.35
H 7.641328 1.178805 -2.181904 0.60 -0.15 0.04
C -0.397262 -4.350375 5.408926 -0.31 0.79 0.34
H -4.607392 -0.740025 4.756756 -0.02 0.17 -0.03
H 1.114348 3.049155 -4.624974 -0.24 -0.23 -0.16
H -4.454292 -0.088265 -5.471644 -0.16 -0.17 0.27
H 6.088748 3.748395 -1.996794 -0.21 -0.16 -0.14
H 3.205988 8.448015 -1.957704 -0.21 0.06 0.03
C 6.479868 1.876515 0.195816 -2.35 -1.14 3.65
O -6.719062 1.006635 4.463686 0.89 -0.38 -0.55
H 0.271798 -1.975505 -0.788564 -0.78 -0.82 -1.43
H -5.416832 -1.375105 -3.451614 0.31 0.85 0.91
O -5.887212 -0.493865 3.139556 -1.40 0.01 -1.22
C -0.785912 1.506475 8.111706 2.15 0.78 -1.18
C -7.520022 2.055485 4.901346 -1.92 0.82 0.73
C -4.585972 -2.068295 -3.320274 -1.63 -0.10 -0.18
C 1.589738 4.768795 -3.476304 -2.88 -0.74 -0.09
C -3.598892 -0.345475 -4.846954 0.64 -0.77 -0.06
H -0.647142 -4.500905 6.459166 0.66 -0.31 0.03
O -0.405052 0.424695 1.855916 0.50 -0.71 -2.27
O -1.786992 2.092765 8.872986 -0.61 -0.15 1.16
H 2.399348 -5.924565 -2.936204 0.27 -0.40 -0.28
H -3.970862 -0.803795 3.068916 0.29 -0.05 0.40
H -3.579502 0.278105 -3.953164 0.23 0.21 -0.17
O 1.336988 -0.340325 0.681586 0.92 -0.04 1.78
C 0.084608 0.000175 0.826066 -2.10 0.59 1.72
H -8.586152 1.829695 4.923656 -0.07 -0.55 -0.42
O 2.451948 -3.742125 5.456386 -2.25 1.43 0.02
C -3.616512 -1.822125 -4.418754 -0.21 1.81 -0.92
H -1.382392 -4.234985 4.956926 0.27 0.51 -0.36
C 3.200558 -1.145835 4.912456 1.58 -1.31 -0.35
H 4.491658 8.155635 -3.047674 0.00 0.28 -0.65
C 0.525258 3.799835 -4.098144 1.20 -0.62 0.55
O 1.871158 -1.537955 5.091276 -2.51 -1.26 0.89
H 2.713848 -6.586395 -5.841954 -0.22 0.19 -0.11
O 2.513988 -4.524735 -5.803974 -1.61 1.36 -0.89
O 2.757048 7.092675 -3.314764 0.24 -2.63 -1.46
C 1.919298 -5.771005 -3.902684 -0.51 -2.53 -1.63
O -0.575062 -0.267795 -0.361744 -1.53 1.97 1.78
H 3.376758 -0.070285 4.927836 -0.81 -0.06 0.14
C 2.849788 -5.715565 -5.200644 1.08 -1.55 2.10
H 2.972188 9.092905 -3.570424 0.52 0.05 -0.27
C -1.462492 1.306185 6.730526 1.66 -0.73 0.35
H 1.073788 -7.694495 -4.083134 -0.72 -0.34 -0.42
H -0.300252 0.607175 8.490496 -0.76 -0.28 0.46
O 5.589588 2.158395 -0.743064 -2.31 0.51 -1.33
C -5.062092 -3.467415 -5.044434 -0.01 -1.71 -0.61
H -1.305462 0.298185 6.346616 0.10 0.16 -0.12
H 1.014568 5.451855 -2.851254 0.44 0.51 -0.07
C -6.904172 0.338575 3.310766 -4.43 0.55 -1.24
C 3.125048 6.383205 -4.444134 -2.26 0.89 -1.10
O 1.351578 -4.550555 -3.890204 -0.15 3.91 -1.05
H -4.350132 0.761755 3.774486 -0.14 -0.07 0.24
H 5.930588 2.111595 -2.855714 -1.07 0.48 0.24
O -5.527672 -4.382425 -5.688834 0.37 1.63 1.20
H 0.188928 -0.675495 -2.227364 -0.54 -0.81 0.07
H -2.713022 -0.235365 -5.472424 0.05 0.53 0.17
C 1.619878 -0.553635 -0.672094 1.27 1.05 0.09
C 0.282498 -0.957785 -1.178714 1.65 -1.26 -0.28
H -7.469232 2.984305 4.333186 0.63 -0.15 -0.19
H 0.167608 -6.403375 -5.075474 0.60 -0.33 -0.46
H -0.001622 2.262275 8.153736 0.31 -0.14 -0.71
C 1.554968 -2.897065 5.339286 5.50 0.34 -0.86
```
Positions in Å, forces in eV/Å.

=====

Entry 2:
Entry from the OMol25 dataset: a molecular structure, C27H44O27 (ωB97M-V/def2-TZVPD).

Calculated values
Energy relative to the best compared isomer or geometry (same formula, charge and spin), kJ/mol: 2540.1
2S+1: 1
Molar mass, g mol⁻¹: 800.6
Net charge: 0

Geometry as XYZ:
```
98
Properties=species:S:1:pos:R:3:forces:R:3
C 1.886107 1.674589 2.860970 0.85 1.73 2.65
H -0.909663 0.640809 -2.818290 1.53 0.77 0.26
O -0.483993 -1.362511 -3.550580 -5.24 -2.68 1.06
C -0.638433 -1.184561 2.054100 0.19 0.35 0.49
C -2.764773 -0.252811 -2.154970 -0.11 -0.02 -1.09
O 1.471587 0.709959 1.983590 1.15 -1.74 -1.17
H 2.056737 2.528869 -3.151290 0.00 4.13 -0.12
C 1.020707 4.200189 -2.134980 0.28 -0.43 0.73
H -2.150643 0.519329 -2.618370 -1.30 -0.55 -0.12
O -0.654663 1.190589 2.777820 -1.97 1.88 -0.61
O 1.881997 5.299979 -1.843400 -1.65 0.96 -1.05
H -1.623853 -3.090051 2.449040 -0.67 -1.26 -1.00
H -3.086243 -2.687181 1.480430 0.04 -0.27 -0.20
O -1.720223 -3.311471 -3.769920 -1.24 3.10 1.65
C 1.643657 -1.257781 -4.101890 -0.47 0.79 -0.39
O 1.937367 -5.813251 -1.020420 -1.52 1.32 -0.07
O 3.131657 3.505489 -1.643570 1.03 0.38 0.47
C 0.002437 0.744829 -2.230630 -0.11 -0.19 -0.67
H 5.231487 1.854309 -2.022620 -0.58 -0.57 -0.07
H 1.848127 0.735659 5.012930 -0.37 0.78 -0.31
O 0.504377 -4.135221 -1.657110 1.70 -1.40 0.77
O -0.540083 -0.407491 4.107890 -1.30 -0.80 4.03
C -0.622023 -4.175261 -3.829030 0.47 -1.31 -1.39
O 1.612977 -3.990811 0.190300 1.02 0.07 2.01
C -1.904163 3.674319 -1.007430 -0.08 2.28 -1.00
H 0.047487 -0.713791 2.758370 -0.94 -0.37 -2.96
C -0.212503 -1.038741 5.314110 0.52 -0.22 1.47
H 0.207977 1.710379 -1.768490 -0.92 -0.23 -0.42
O 2.614737 -0.417911 3.577470 -0.95 -0.75 -1.96
H 0.381507 4.053779 -1.264300 0.17 0.43 -0.39
H 0.518697 -2.350131 0.915330 2.00 -3.04 -1.40
H 0.671237 -0.576271 5.753690 0.11 -0.18 -0.10
O -2.998463 -4.693461 2.119400 0.02 1.47 0.61
C -3.299113 -2.930171 3.580460 -1.14 3.15 0.47
H -0.929343 -4.945501 -4.536410 0.26 0.11 -0.18
H -1.815883 3.027609 2.772670 0.59 -1.00 0.97
C 3.053647 0.586629 -3.591770 -1.42 -1.26 -0.66
H -3.803133 -1.965471 3.521960 0.48 0.63 -0.24
H -1.051793 4.343399 -1.125340 -0.99 0.49 0.22
C 0.040397 -2.935381 -1.103760 -0.21 -0.33 0.84
H -0.518863 -2.181401 2.478500 0.39 -0.11 -1.18
H 5.924077 2.045059 -3.637110 -0.09 -0.06 0.08
H 1.591077 2.096589 -1.691970 0.62 2.09 1.59
C 4.993067 1.920149 -3.084190 -0.27 1.17 -1.34
H 0.871667 0.393559 -2.786630 -2.18 0.86 -0.05
O -4.369143 -3.761911 3.633710 -1.93 -3.77 0.30
C 1.044687 -2.727941 0.038580 -1.65 -0.58 -1.76
H 1.614147 -2.240871 -4.571740 0.89 0.38 -0.37
O -3.043033 4.468849 -0.622920 -0.47 0.56 -2.82
H 2.682107 2.271429 2.415700 0.12 -0.08 0.00
H -1.942853 3.212849 -1.994170 -0.97 -0.22 -0.03
H -1.676723 -0.877681 2.180080 0.21 0.13 0.01
H 0.255957 -3.632751 -4.179660 0.00 -0.26 -0.11
O -4.381743 4.735599 1.186580 2.25 -2.30 -2.12
H 0.760577 -0.717171 -4.442520 1.45 0.30 -0.77
C -0.743413 0.873479 4.039840 1.24 4.26 0.94
H 4.329277 2.752689 -3.317340 0.68 0.35 0.55
O -4.834023 -5.846881 2.701060 0.94 1.86 0.88
O 2.829057 -0.507731 -4.341980 0.70 -0.04 0.54
O -0.255273 -1.078371 0.719370 -3.15 4.41 -2.39
H 0.023327 -2.146941 -1.856200 0.30 -0.82 0.78
O 2.145807 1.219739 -2.980330 7.91 -9.51 -4.72
H -2.428933 -0.269351 -1.118130 -0.47 -0.64 -0.02
O -0.725103 1.712119 4.921360 -0.62 -1.37 0.34
C -0.991153 2.526759 2.265660 0.11 -0.77 5.06
O 1.817307 -1.534841 1.769040 3.00 4.53 3.51
C -1.686773 2.807499 0.143450 -4.85 6.54 -6.67
C 1.367937 -4.757931 -0.818510 1.64 -1.99 -1.37
H -1.759103 1.738299 -0.055780 -3.82 2.88 -1.64
H 1.763327 -2.013271 -0.362540 0.31 -0.08 0.61
H -0.202673 3.279219 2.279280 0.87 -0.29 0.28
C -4.130343 -4.875231 2.839680 -1.32 -1.44 -0.58
H -0.667223 2.934479 0.507420 0.03 2.02 -2.98
H 1.080897 2.346449 3.158220 0.41 -0.27 -0.12
C -3.497983 4.141909 0.551570 -1.02 2.04 3.39
C 2.415177 0.860139 4.090400 1.43 1.38 0.24
O -0.834473 1.170739 0.421700 9.44 -14.10 -1.15
C 1.958317 3.002369 -2.174460 -2.32 4.07 0.23
C 1.972447 -0.465011 2.377920 0.64 -4.30 -1.19
H -1.233603 2.426269 1.207730 1.83 -2.27 8.04
H -0.009783 -2.076641 5.049970 0.04 0.09 0.11
C 3.042587 4.851959 -1.493990 2.52 -0.36 2.84
H -0.960893 -3.157581 -0.734790 -0.35 0.33 0.13
O -2.653803 -1.539031 -2.842330 0.13 -0.22 0.69
O -2.633743 3.229489 1.093610 -4.40 2.34 -1.13
H -0.960343 -0.986081 6.105360 -0.42 0.07 -0.39
C -0.379343 0.091919 0.006870 0.48 -2.05 1.23
H -0.388393 -4.621271 -2.862290 -0.89 -0.03 -1.35
O 3.892197 5.470469 -0.900230 -0.49 -0.19 -1.19
C -1.506913 -2.030701 -3.337350 -0.05 0.34 -1.93
C -2.684873 -3.287801 2.296680 1.96 -0.45 -0.29
H 0.491037 4.372219 -3.071970 -0.16 0.12 0.28
H 3.419127 1.212639 4.326880 -0.19 0.35 0.43
H -2.731913 -2.809441 4.503400 0.51 -1.06 0.01
H -3.801133 0.063929 -2.272160 0.04 -0.41 0.31
H 1.381697 -1.445341 -3.060590 1.29 0.28 0.17
O 0.070607 -0.231641 -1.238520 -1.45 0.48 3.89
O 4.340117 0.826449 -3.745150 -0.04 -0.46 1.11
```
Positions in Å, forces in eV/Å.

=====

Frontier orbital gap (eV)
10.24, 9.40